# 1
ORCA calculation (the ωB97M-V functional and the def2-TZVPD basis) on a structure of composition C6H7F6N2O8PtS2.

```
32
Properties=species:S:1:pos:R:3:nbo_charge:R:1
Pt -0.21 0.48 -1.16 1.28
F 4.30 0.36 0.91 -0.31
C 4.31 -0.78 0.22 0.72
F 4.87 -1.72 0.98 -0.32
F 5.07 -0.60 -0.87 -0.32
S 2.62 -1.28 -0.32 2.30
O 2.16 -0.14 -1.08 -0.97
O 2.81 -2.52 -0.99 -0.91
N 1.99 -1.39 1.11 -1.26
S 0.53 -1.19 1.62 2.29
O -0.26 -2.37 1.76 -0.91
O -0.15 0.01 1.11 -0.99
C 0.94 -0.69 3.34 0.73
F 1.67 0.43 3.38 -0.31
F 1.61 -1.65 3.98 -0.31
F -0.20 -0.46 4.01 -0.32
N -2.43 0.31 -1.06 -0.84
C -3.15 1.57 -1.16 -0.22
C -2.42 2.67 -0.37 -0.54
C -1.25 3.29 -1.14 0.78
O -1.21 4.49 -1.31 -0.65
O -0.34 2.48 -1.61 -0.81
H -2.71 -0.44 -1.70 0.44
H -2.51 -0.08 -0.12 0.39
H -4.18 1.47 -0.79 0.18
H -3.21 1.85 -2.22 0.20
H -2.06 2.24 0.57 0.22
H -3.11 3.48 -0.14 0.23
O -1.95 -2.21 -2.33 -0.73
C -0.91 -2.46 -1.73 0.67
O -0.10 -1.64 -1.20 -0.82
H -0.54 -3.50 -1.69 0.08
```

## Properties
E_HOMO (spin up / spin down) ... -4.99 / -6.48 eV
Charge ... -1
ΔE to the lowest compared entry with this formula, charge and spin ... 0.2624 eV
Spin multiplicity ... 3
Kohn-Sham gap (spin up / spin down) ... 7.69 / 8.10 eV
Expectation value of S² ... 2.004


# 2
ORCA calculation (the ωB97M-V functional and the def2-TZVPD basis) on a structure of composition C6H7FO2S at a distorted geometry.

```
17
Properties=species:S:1:pos:R:3:nbo_charge:R:1
C -0.54 2.93 0.37 -0.19
C -0.10 1.89 0.01 -0.05
C -0.56 -0.45 -0.28 -0.44
C 0.15 -1.78 -0.07 -0.70
C 0.40 0.59 -0.35 -0.25
C 1.55 0.08 1.18 -0.09
O 1.92 -2.37 1.89 -0.90
O -0.19 -1.25 2.33 -0.97
F 2.84 0.00 0.69 -0.35
S 0.91 -1.52 1.43 2.19
H -0.81 3.80 0.89 0.23
H -1.11 -0.57 -1.22 0.23
H -1.26 -0.24 0.54 0.27
H -0.54 -2.61 0.12 0.27
H 0.76 -1.98 -0.88 0.24
H 1.32 0.58 -1.01 0.26
H 1.54 0.90 2.02 0.24
```

## Properties
E_HOMO ... -9.58 eV
ΔE to the lowest compared entry with this formula, charge and spin ... 0.0000 eV
Kohn-Sham gap ... 10.25 eV


# 3
ORCA calculation (the ωB97M-V functional and the def2-TZVPD basis) on an isolated molecule of C6H7FOS at a distorted geometry.

```
16
Properties=species:S:1:pos:R:3:nbo_charge:R:1
C 2.01 -1.23 0.67 -0.29
C 1.23 -0.53 0.12 0.06
C -1.13 -0.62 -0.03 -0.45
C -2.35 -0.02 -0.58 -0.51
C 0.17 0.23 -0.48 -0.34
C 0.28 1.70 0.07 0.07
O -3.52 -1.14 1.16 -0.95
F -0.61 2.47 -0.57 -0.36
S -3.80 -0.29 0.03 1.19
H 2.82 -1.97 1.01 0.26
H -1.31 -0.97 0.91 0.26
H -0.79 -1.42 -0.66 0.24
H 0.04 1.63 1.10 0.17
H -2.09 0.66 -1.43 0.24
H 0.20 0.29 -1.58 0.23
H 1.21 2.22 -0.14 0.17
```

## Properties
E_HOMO ... -9.23 eV
ΔE to the lowest compared entry with this formula, charge and spin ... 0.8722 eV
Kohn-Sham gap ... 9.35 eV


# 4
ORCA calculation (the ωB97M-V functional and the def2-TZVPD basis) on a structure of composition C6H7I at a distorted geometry.

```
14
Properties=species:S:1:pos:R:3:nbo_charge:R:1
C -0.04 0.24 -0.98 -0.20
C -0.21 -0.80 -0.06 0.08
C 0.28 1.19 -0.02 -0.04
C 0.77 2.51 0.00 -0.42
C -0.02 0.24 1.04 -0.45
C -0.62 -2.20 -0.10 -0.68
I 0.15 0.20 -3.04 0.14
H 0.95 2.83 0.95 0.19
H 1.05 3.06 -0.86 0.21
H -0.82 0.57 1.74 0.22
H 0.75 -0.10 1.77 0.21
H 0.21 -2.79 -0.70 0.24
H -1.63 -2.25 -0.60 0.25
H -0.82 -2.69 0.85 0.24
```

## Properties
E_HOMO ... -8.18 eV
ΔE to the lowest compared entry with this formula, charge and spin ... 1.5112 eV
Kohn-Sham gap ... 8.74 eV


# 5
ORCA calculation (the ωB97M-V functional and the def2-TZVPD basis) on a structure of composition C6H7I3N2 at a distorted geometry.

```
18
Properties=species:S:1:pos:R:3:nbo_charge:R:1
C -1.16 -1.13 -0.14 -0.30
C -2.33 -0.31 -0.38 0.03
C -0.11 -0.31 -0.36 0.20
C 1.24 -1.74 1.00 -0.59
C 1.26 -0.57 0.03 -0.47
C -0.07 2.18 -0.90 -0.15
N -1.98 0.87 -0.69 -0.27
N -0.65 0.97 -0.68 -0.34
I -1.46 3.75 -1.27 0.35
I 1.68 2.34 -2.02 0.36
I 0.70 2.77 1.96 -0.40
H -1.32 -2.11 0.12 0.24
H -3.43 -0.44 -0.40 0.23
H 0.74 -1.36 1.87 0.22
H 2.32 -1.78 1.39 0.21
H 0.96 -2.63 0.63 0.20
H 1.88 -0.88 -0.72 0.22
H 1.74 0.39 0.56 0.26
```

## Properties
E_HOMO (spin up / spin down) ... -8.31 / -8.29 eV
Kohn-Sham gap (spin up / spin down) ... 6.12 / 6.09 eV


# 6
ORCA calculation (the ωB97M-V functional and the def2-TZVPD basis) on an isolated molecule of C6H7IN4 at a distorted geometry.

```
18
Properties=species:S:1:pos:R:3:nbo_charge:R:1
C -0.24 -0.54 1.20 -0.10
C 0.94 -0.50 1.97 0.05
C -0.77 0.61 -2.09 0.05
C -0.10 -0.48 -2.64 -0.15
C 1.23 -1.12 3.27 -0.65
C -1.64 1.40 -2.97 -0.62
N 1.75 0.46 1.30 -0.22
N -0.87 0.75 -0.80 -0.21
N 1.17 0.92 0.31 -0.05
N 0.00 0.32 0.11 -0.07
I 1.47 -1.57 -1.98 0.33
H -1.16 -1.25 1.27 0.24
H 0.24 -1.44 3.59 0.22
H 1.98 -2.07 3.21 0.23
H 1.58 -0.27 4.00 0.24
H -1.72 2.33 -2.62 0.23
H -2.63 0.95 -3.09 0.24
H -1.22 1.49 -4.03 0.23
```

## Properties
E_HOMO (spin up / spin down) ... -8.54 / -8.54 eV
ΔE to the lowest compared entry with this formula, charge and spin ... 5.7018 eV
Kohn-Sham gap (spin up / spin down) ... 6.96 / 6.73 eV